1.
47
Properties=species:S:1:pos:R:3:lowdin_charge:R:1 method="wB97M-V/def2-TZVPD" spin_multiplicity=1 homo_energy_ev=-8.15 gap_ha=0.3243 lumo_ev=0.675 smiles="O=C(Nc1ccccc1)OCCCCCOC(=O)Nc1ccccc1"
C -3.933 0.736 0.666 -0.169
H -4.586 -2.144 0.032 0.117
C 2.210 -2.024 -0.125 -0.224
H -0.324 0.679 1.206 0.118
H -2.419 -1.500 1.260 0.107
O -2.548 0.765 0.977 -0.023
H 5.910 -0.985 0.216 0.101
H 3.965 2.041 0.478 0.098
C 2.706 -1.605 1.105 -0.042
C 2.898 3.708 -0.346 -0.105
H 2.679 -2.425 -2.177 0.111
H -3.956 1.173 -1.429 0.110
C 0.497 3.559 -0.255 -0.015
C -4.198 0.326 -0.785 -0.167
H 3.789 4.250 -0.625 0.096
H 2.054 -1.575 1.963 0.109
H -2.323 -0.628 -1.241 0.112
C 0.597 2.317 0.366 -0.211
C 4.034 -1.231 1.218 -0.085
C 4.876 -1.279 0.121 -0.098
H -4.360 0.017 1.367 0.125
H -5.265 0.119 -0.884 0.117
C 2.997 2.473 0.273 -0.085
C -2.544 -2.381 0.627 -0.159
C 4.385 -1.713 -1.099 -0.084
H 1.562 5.207 -1.084 0.102
O -2.306 2.727 -0.123 0.108
N -0.516 1.563 0.741 0.166
H -3.654 -1.064 -2.301 0.112
O -1.293 -2.669 -0.007 0.017
C 1.647 4.244 -0.604 -0.086
C -3.385 -0.881 -1.259 -0.183
C 1.856 1.782 0.631 -0.019
C -0.196 -2.051 0.463 -0.526
C -3.607 -2.164 -0.447 -0.156
H 0.661 -2.963 -1.114 0.157
N 0.874 -2.415 -0.292 0.160
C 3.061 -2.086 -1.224 -0.026
H -0.475 3.975 -0.461 0.099
H 4.411 -0.904 2.176 0.108
H -2.802 -3.244 1.251 0.133
H 5.036 -1.761 -1.960 0.104
H -4.367 1.726 0.847 0.129
H -3.578 -3.027 -1.115 0.112
H 1.930 0.819 1.112 0.087
O -0.176 -1.285 1.397 0.081
C -1.823 1.794 0.466 -0.532

2.
47
Properties=species:S:1:pos:R:3:lowdin_charge:R:1 method="wB97M-V/def2-TZVPD" spin_multiplicity=1 homo_energy_ev=-8.03 gap_ha=0.3062 lumo_ev=0.303 smiles="COc1cccc(/C=N/CCC/N=C/c2cccc(OC)c2O)c1O"
H -4.189 -3.070 -0.058 0.103
H 0.775 2.689 1.560 0.113
H -0.088 0.577 -1.570 0.138
H -2.772 1.979 0.420 0.073
C 2.276 -2.524 -0.716 -0.090
C 0.001 3.988 0.000 -0.162
C -1.426 -1.500 1.050 -0.061
C 1.426 -1.500 -1.050 -0.061
H 6.968 -1.042 1.203 0.094
O 3.505 1.374 -0.132 0.087
C 0.190 3.132 -1.260 -0.218
C -3.086 0.122 0.339 -0.191
H -1.975 -3.551 0.852 0.102
C -1.819 -0.167 0.869 -0.144
C -3.955 -0.942 0.003 -0.203
H -5.705 -2.219 -1.633 0.096
H 5.704 -2.222 1.630 0.096
H 6.361 -2.175 -0.031 0.097
C 6.086 -1.568 0.839 -0.087
N 1.177 2.123 -1.024 0.018
H -0.773 2.691 -1.561 0.113
H 0.549 3.773 -2.072 0.120
H -0.546 3.772 2.072 0.120
C 3.539 -2.248 -0.195 -0.016
H -0.444 -1.707 1.448 0.110
O -5.162 -0.566 -0.501 -0.065
C 0.893 0.896 -1.190 -0.102
H 0.087 0.577 1.571 0.138
C 3.954 -0.943 -0.003 -0.203
N -1.176 2.123 1.023 0.018
H -6.359 -2.176 0.029 0.097
O 5.162 -0.567 0.501 -0.065
C -2.277 -2.524 0.716 -0.090
C -0.894 0.896 1.190 -0.102
C 3.086 0.122 -0.339 -0.191
H 1.975 -3.551 -0.852 0.102
H -0.873 4.622 -0.149 0.109
C -6.087 -1.567 -0.839 -0.087
H 4.189 -3.071 0.057 0.103
H -6.969 -1.042 -1.201 0.094
C -3.539 -2.248 0.195 -0.016
H 0.875 4.622 0.150 0.109
C -0.189 3.131 1.260 -0.218
H 2.772 1.979 -0.420 0.073
C 1.818 -0.167 -0.869 -0.144
O -3.505 1.375 0.132 0.087
H 0.443 -1.707 -1.447 0.110

It comes down to 1, which is 275.7 kJ/mol more stable than the next structure.

1.
9
Properties=species:S:1:pos:R:3:lowdin_charge:R:1 method="wB97M-V/def2-TZVPD" spin_multiplicity=1 homo_energy_ev="-9.53 / -9.44" gap_ha="0.2966 / 0.2968" lumo_ev="-1.459 / -1.360"
N -1.646 -1.469 0.994 0.174
F -1.465 2.153 -0.312 -0.030
I -2.145 -0.038 -2.183 0.937
C -0.724 -0.780 1.076 -0.196
C -0.900 1.033 -0.877 -0.827
F 1.525 -0.166 0.390 0.125
C 0.358 0.133 1.011 -0.351
F 0.472 1.045 1.922 0.185
F 0.216 1.532 -1.424 -0.017

2.
9
Properties=species:S:1:pos:R:3:lowdin_charge:R:1 method="wB97M-V/def2-TZVPD" spin_multiplicity=1 homo_energy_ev=-9.95 gap_ha=0.3526 lumo_ev=-0.360 smiles="FC(F)=C(F)F.N#CI"
N 2.365 0.936 -1.000 0.064
C -1.269 0.140 -0.205 -0.341
F -1.361 -0.221 2.097 0.149
C 2.128 -0.171 -0.865 -0.896
F -2.314 -0.611 -0.497 0.149
F -0.731 0.667 -1.291 0.130
C -0.804 0.319 1.027 -0.329
I 1.751 -2.132 -0.601 0.932
F 0.235 1.072 1.337 0.140

It comes down to 2, which is 173.5 kJ/mol more stable than the next structure.

1.
12
Properties=species:S:1:pos:R:3:lowdin_charge:R:1 method="wB97M-V/def2-TZVPD" spin_multiplicity=1 homo_energy_ev=-9.22 gap_ha=0.3818 lumo_ev=1.169 smiles="C=C(C)C"
H -1.631 1.134 0.676 0.076
H 1.980 -0.578 0.393 0.076
C 1.371 0.302 0.237 -0.079
C -0.022 -0.019 -0.182 -0.418
H 1.911 0.832 -0.557 0.080
H 1.442 0.900 1.143 0.072
H -0.831 0.099 1.877 0.071
H -1.285 -0.956 -1.685 0.059
H 0.423 -0.717 -2.112 0.060
C -1.140 0.178 0.831 -0.077
H -1.883 -0.612 0.720 0.070
C -0.336 -0.564 -1.342 0.010

2.
12
Properties=species:S:1:pos:R:3:lowdin_charge:R:1 method="wB97M-V/def2-TZVPD" spin_multiplicity=1 homo_energy_ev=-9.66 gap_ha=0.4035 lumo_ev=1.321 smiles="C=CCC"
C 0.690 -0.184 -0.609 -0.206
C -0.448 0.542 0.092 -0.248
H -0.006 1.106 0.905 0.102
H -2.494 -0.193 0.453 0.065
C 1.937 0.243 -0.612 -0.020
H -0.960 1.099 -0.688 0.106
H 2.776 -0.216 -1.142 0.051
H -1.479 -0.441 1.753 0.065
H -1.281 -1.489 0.369 0.061
C -1.455 -0.462 0.662 -0.121
H 2.328 1.033 0.016 0.052
H 0.391 -1.040 -1.198 0.094

3.
12
Properties=species:S:1:pos:R:3:lowdin_charge:R:1 method="wB97M-V/def2-TZVPD" spin_multiplicity=1 homo_energy_ev=-9.57 gap_ha=0.3946 lumo_ev=1.169 smiles="C=CCC"
H -1.237 -1.404 0.907 0.116
C -0.605 0.350 -0.368 -0.360
H -0.855 0.536 -1.486 0.122
H 1.336 0.241 -1.178 0.102
H -1.222 1.048 0.328 0.135
H -2.040 -1.229 -0.801 0.061
C 0.854 0.551 -0.244 -0.260
C -1.057 -1.084 -0.270 -0.175
C 1.487 0.927 0.885 -0.035
H 0.980 0.958 2.078 0.140
H 2.589 0.941 0.928 0.033
H -0.232 -1.836 -0.780 0.120

It comes down to 1, which is 22.4 kJ/mol more stable than the next structure.

1.
12
Properties=species:S:1:pos:R:3:lowdin_charge:R:1 method="wB97M-V/def2-TZVPD" spin_multiplicity=1 homo_energy_ev=-8.98 gap_ha=0.3783 lumo_ev=1.312 smiles="C/C=C/C"
H -2.508 -0.957 -0.280 0.067
H -2.376 0.313 0.846 0.076
H -0.661 0.312 -1.210 0.102
C -0.571 -0.060 -0.194 -0.201
H 1.796 0.184 -1.504 0.071
H 2.790 0.252 -0.031 0.064
H 1.779 1.608 -0.546 0.072
C 0.663 -0.010 0.310 -0.181
C -1.811 -0.549 0.451 -0.120
C 1.831 0.519 -0.467 -0.118
H 0.798 -0.409 1.307 0.096
H -1.731 -1.203 1.317 0.072

2.
12
Properties=species:S:1:pos:R:3:lowdin_charge:R:1 method="wB97M-V/def2-TZVPD" spin_multiplicity=1 homo_energy_ev=-9.28 gap_ha=0.3813 lumo_ev=1.095 smiles="C=C(C)C"
H -1.957 0.513 -0.431 0.095
H 1.281 1.417 -0.779 0.072
H 0.734 1.679 1.086 0.110
H 2.160 -0.811 0.147 0.048
C 0.135 -0.256 0.031 -0.434
C 0.498 1.226 0.011 -0.132
H -1.624 -1.373 -0.638 0.084
H 1.098 -2.144 0.029 0.028
H -1.709 -0.599 1.114 0.102
C -1.391 -0.447 -0.004 -0.098
C 1.168 -1.115 -0.061 0.020
H -0.393 1.910 -0.507 0.106

3.
12
Properties=species:S:1:pos:R:3:lowdin_charge:R:1 method="wB97M-V/def2-TZVPD" spin_multiplicity=1 homo_energy_ev=-10.11 gap_ha=0.4246 lumo_ev=1.449 smiles="C=C.C=C"
C 1.361 3.613 5.646 -0.088
H -1.688 -2.289 -3.899 0.048
C -1.270 -3.106 -4.499 -0.099
C 1.659 2.899 4.539 -0.088
H 0.501 4.291 5.617 0.042
H -0.423 -3.663 -4.083 0.050
H -2.598 -2.859 -6.162 0.051
H 2.498 2.196 4.584 0.042
H 1.083 2.946 3.608 0.046
H -1.309 -4.220 -6.234 0.047
H 1.967 3.596 6.559 0.046
C -1.782 -3.405 -5.675 -0.098

It comes down to 1, which is 110.7 kJ/mol more stable than the next structure.

1.
14
Properties=species:S:1:pos:R:3:lowdin_charge:R:1 method="wB97M-V/def2-TZVPD" spin_multiplicity=1 homo_energy_ev=-7.93 gap_ha=0.3158 lumo_ev=0.662
H 3.321 -1.264 -0.180 0.049
N 1.281 -1.078 -0.547 -0.059
H -2.362 1.002 -0.259 0.118
N -2.084 0.062 -0.565 -0.047
N 0.118 -0.803 -0.033 -0.032
C -0.672 0.264 -0.484 -0.338
H -3.311 -1.187 0.049 0.125
H 2.493 0.033 0.790 0.080
O -2.546 -0.730 0.483 -0.074
H -0.303 -1.264 0.759 0.141
C 2.396 -0.800 0.038 0.018
O 0.786 1.744 0.372 -0.060
N -0.306 1.517 -0.450 0.018
H 1.190 2.504 0.028 0.062

2.
14
Properties=species:S:1:pos:R:3:lowdin_charge:R:1 method="wB97M-V/def2-TZVPD" spin_multiplicity=1 homo_energy_ev=-9.34 gap_ha=0.3669 lumo_ev=0.641 smiles="[H]/N=C/NO/C(=N/[H])NO"
O -1.987 1.896 0.287 -0.029
O -0.244 0.277 0.546 -0.012
C 1.775 -0.917 0.582 -0.336
N 0.504 -0.882 0.931 0.012
H -0.633 -0.286 -2.554 0.065
H 1.939 -0.361 -0.387 0.132
C -0.671 0.216 -0.772 -0.490
H 3.516 -1.379 0.680 0.040
H -2.344 1.272 -1.431 0.143
H -1.198 2.222 0.742 0.106
N 2.640 -1.772 1.109 0.059
N -1.507 1.331 -0.875 -0.009
N -0.225 -0.516 -1.667 0.172
H 0.056 -1.771 0.938 0.146

It comes down to 2, which is 194.3 kJ/mol more stable than the next structure.

1.
22
Properties=species:S:1:pos:R:3:lowdin_charge:R:1 method="wB97M-V/def2-TZVPD" spin_multiplicity=1 homo_energy_ev=-8.35 gap_ha=0.3222 lumo_ev=0.414 smiles=CCCSSC.O.O
O -1.272 2.454 1.703 -0.047
H -2.354 -1.457 0.523 0.019
C 2.071 1.233 -1.037 -0.320
H 2.509 -0.051 0.658 0.073
H -1.935 -2.150 2.100 0.028
S 0.777 -1.089 -0.732 0.477
C 1.646 0.281 0.082 -0.541
H -2.042 1.073 -1.444 0.030
C 0.984 2.291 -1.364 -0.106
H -1.399 -0.569 1.633 0.021
H 2.909 1.830 -0.678 0.103
C -1.569 -1.584 1.256 -0.483
H 2.295 0.757 -1.976 0.085
H -1.748 1.032 0.070 -0.015
H 1.459 3.222 -1.666 0.067
H -0.858 3.089 1.114 0.027
H 1.017 0.805 0.794 0.059
H 0.388 2.538 -0.481 0.041
O -2.359 0.717 -0.610 -0.072
S -0.075 -2.333 0.603 0.432
H 0.302 1.993 -2.161 0.067
H -2.005 2.863 2.167 0.053

2.
22
Properties=species:S:1:pos:R:3:lowdin_charge:R:1 method="wB97M-V/def2-TZVPD" spin_multiplicity=1 homo_energy_ev=-8.42 gap_ha=0.3281 lumo_ev=0.511 smiles=CCCSSC.O.O
H 0.807 0.542 -3.381 0.096
O -2.227 0.057 1.511 -0.045
H 0.421 2.297 -1.112 0.043
O -0.756 -2.683 2.179 -0.023
H 0.028 -1.508 -2.496 0.083
H -0.116 -2.343 2.736 -0.015
C -0.278 -0.602 -1.916 -0.151
H -0.174 -3.101 1.513 0.071
S 2.100 0.690 -0.386 0.418
C 0.735 0.336 2.224 -0.445
H -0.617 1.421 -2.867 0.108
H 1.130 0.011 3.193 0.032
H -2.986 0.270 1.079 -0.027
C 0.174 0.732 -2.487 -0.340
H -0.173 0.912 2.465 0.025
H -1.411 -0.619 -1.808 0.078
S 1.985 1.440 1.407 0.399
H 1.776 2.358 -2.291 0.090
H -0.052 -0.571 -0.797 0.029
H -2.078 -0.939 1.459 0.060
C 1.094 1.689 -1.673 -0.448
H 0.619 -0.390 1.448 -0.039

It comes down to 1, which is 106.3 kJ/mol more stable than the next structure.